Entry 1:
{"formula": "C40H69ClN12OP", "method": "the ωB97M-V functional and the def2-TZVPD basis", "elements": ["Cl", "P", "O", "N", "N", "N", "N", "N", "N", "N", "N", "N", "N", "N", "N", "C", "C", "C", "C", "C", "C", "C", "C", "C", "C", "C", "C", "C", "C", "C", "C", "C", "C", "C", "C", "C", "C", "C", "C", "C", "C", "C", "C", "C", "C", "C", "C", "C", "C", "C", "C", "C", "C", "C", "C", "H", "H", "H", "H", "H", "H", "H", "H", "H", "H", "H", "H", "H", "H", "H", "H", "H", "H", "H", "H", "H", "H", "H", "H", "H", "H", "H", "H", "H", "H", "H", "H", "H", "H", "H", "H", "H", "H", "H", "H", "H", "H", "H", "H", "H", "H", "H", "H", "H", "H", "H", "H", "H", "H", "H", "H", "H", "H", "H", "H", "H", "H", "H", "H", "H", "H", "H", "H", "H"], "xyz": [[-1.11871, 3.15140, 0.22273], [-3.11707, 2.56478, -0.14227], [-3.76569, 3.51998, -1.43042], [-1.09391, 3.02974, -7.59984], [-6.02350, 6.10767, 2.78585], [-5.24179, -1.14157, -2.07352], [5.91577, -0.40856, 2.68576], [-5.45797, 4.81683, 2.73189], [-5.64202, 4.07878, 3.81711], [9.51814, -12.83878, 5.27070], [9.75691, -5.70001, 4.57145], [-7.21371, 7.88055, 6.11387], [-5.43424, 0.14898, -1.84021], [-0.95274, -1.68244, 3.31358], [-2.79633, -4.09716, -7.68470], [-3.97027, -4.10672, -3.98876], [-4.23265, 2.16936, 2.63496], [8.89711, -3.94394, 2.73823], [-7.68354, 2.51967, -3.30368], [9.37957, -4.92714, 3.76520], [6.13696, 0.74954, 2.70133], [1.52826, 0.28820, 1.80270], [-4.09164, 3.11774, 1.38685], [-0.35555, 2.11201, -7.65423], [-5.24830, -2.32273, -1.95947], [10.38240, -12.03811, 5.22795], [0.94389, 0.47951, -6.30896], [6.26641, 2.36282, 0.18209], [-4.75135, 9.86473, 4.58917], [-5.07513, 2.78931, 3.81379], [6.46276, -4.45883, 3.27826], [-3.41553, -3.13703, -8.00238], [-4.02354, -4.41230, -2.49597], [10.94609, -9.64913, 5.60012], [6.41750, 2.22429, 2.72051], [-3.64994, -0.71810, -6.24458], [0.58327, 0.94192, -7.72262], [7.53523, -3.38214, 3.15352], [1.63954, 1.56170, -5.48996], [-5.25724, -3.81734, -1.81243], [11.48234, -11.01760, 5.17278], [-4.78405, 4.52600, 1.51022], [-0.36633, -0.68760, 3.07483], [-3.61042, -0.66461, -7.76467], [-4.20139, -1.91525, -8.41996], [-5.89590, 10.14989, 5.56444], [-6.32686, 1.95872, -3.72891], [2.54351, -0.69872, 2.36945], [-6.63403, 8.87914, 5.87203], [5.75455, 2.89659, 1.51589], [-3.72866, 8.87878, 5.14543], [-5.83759, 0.97537, -2.70039], [-8.75375, 1.44230, -3.17086], [0.37784, 0.57996, 2.76934], [9.82425, -9.14363, 4.69993], [8.82683, -4.44465, 1.76881], [-3.11491, -4.02744, -2.02213], [0.10089, 0.12962, -8.27218], [2.09144, -1.67488, 2.56314], [0.99396, 2.43082, -5.33954], [6.33400, -4.99563, 2.33330], [7.21308, -2.64432, 2.41423], [0.03900, 0.16150, -5.78089], [-3.05037, -1.54806, -5.86130], [-4.85976, -4.49033, -4.49752], [10.57859, -9.70030, 6.62994], [2.03911, 1.22580, 1.56285], [3.35885, -0.85445, 1.65999], [12.29108, -11.32932, 5.83854], [5.50374, -4.00958, 3.54744], [-0.31335, 1.30011, 2.32402], [11.76589, -8.92495, 5.58698], [1.60024, -0.39286, -6.37598], [-3.99415, 2.85058, -2.12215], [-4.02495, -5.49655, -2.35380], [-4.24542, 10.80395, 4.34916], [-2.57298, -0.53417, -8.08883], [9.49416, -8.15497, 5.02430], [-8.49917, 0.71506, -2.39458], [-3.77021, 1.13423, 2.69020], [-5.15405, 9.46745, 3.65132], [4.66990, 2.75407, 1.56233], [10.15969, -9.06653, 3.66105], [-3.90017, -3.03264, -4.17840], [-4.16573, 0.21467, -8.10329], [-5.51092, 10.57424, 6.49546], [-4.16215, -1.82285, -9.50812], [2.97290, -0.32647, 3.30413], [8.95321, -9.80355, 4.73233], [1.90343, 1.17874, -4.50108], [-6.59225, 10.86939, 5.12681], [-8.88915, 0.90563, -4.11482], [6.02861, 2.64882, 3.64942], [-5.24715, -2.04455, -8.12839], [-6.40734, 1.45878, -4.70266], [5.78811, 2.89018, -0.64674], [7.49898, 2.38300, 2.70220], [5.93953, 3.97363, 1.56246], [7.34817, 2.50043, 0.09383], [6.04392, 1.29951, 0.06139], [2.55803, 1.89600, -5.98159], [-4.17608, 7.89985, 5.33947], [-6.17327, -4.21457, -2.25771], [6.70992, -5.18601, 4.05602], [-5.25892, -4.07289, -0.74888], [-4.73147, 5.25364, 0.63685], [-3.09207, -4.57189, -4.44201], [-8.01189, 3.25850, -4.04163], [0.75835, 1.00642, 3.70150], [9.62639, -3.13486, 2.64940], [-3.24140, 0.20261, -5.81998], [-5.18791, 6.73060, 2.77029], [-5.23835, 2.13413, 4.74348], [7.62586, -2.85955, 4.11094], [1.48167, 1.23579, -8.27187], [-7.58511, 3.04220, -2.34674], [-9.71140, 1.88981, -2.89408], [-3.29393, 9.24902, 6.07822], [-6.41609, 6.24819, 3.73507], [-5.59831, 2.76949, -3.82356], [1.13125, -0.11118, 0.86379], [-2.91726, 8.72831, 4.42875], [-4.67577, -0.83550, -5.88087], [11.87911, -10.97397, 4.15495]], "gap_ev": 2.66, "energy_ev": -84320.8534, "homo_ev": -7.534, "total_charge": 1, "e_lumo_ev": -4.877}


Entry 2:
{"formula": "C40H70F17IN8O6P3", "method": "the ωB97M-V functional and the def2-TZVPD basis", "elements": ["I", "P", "P", "P", "F", "F", "F", "F", "F", "F", "F", "F", "F", "F", "F", "F", "F", "F", "F", "F", "F", "O", "O", "O", "O", "O", "O", "N", "N", "N", "N", "N", "N", "N", "N", "C", "C", "C", "C", "C", "C", "C", "C", "C", "C", "C", "C", "C", "C", "C", "C", "C", "C", "C", "C", "C", "C", "C", "C", "C", "C", "C", "C", "C", "C", "C", "C", "C", "C", "C", "C", "C", "C", "C", "C", "H", "H", "H", "H", "H", "H", "H", "H", "H", "H", "H", "H", "H", "H", "H", "H", "H", "H", "H", "H", "H", "H", "H", "H", "H", "H", "H", "H", "H", "H", "H", "H", "H", "H", "H", "H", "H", "H", "H", "H", "H", "H", "H", "H", "H", "H", "H", "H", "H", "H", "H", "H", "H", "H", "H", "H", "H", "H", "H", "H", "H", "H", "H", "H", "H", "H", "H", "H", "H", "H"], "xyz": [[0.33978, 2.81890, -4.55630], [1.93859, 7.77915, 3.28996], [1.26979, 2.53496, -2.29238], [1.14075, -7.33034, -5.27859], [-3.48433, -3.29336, 1.94238], [-6.45452, -4.57560, -1.11596], [-4.98474, -5.40762, 0.56457], [-2.61469, -0.95988, -0.91144], [-4.38391, -3.18774, -1.74795], [-9.04442, -4.59516, 0.33449], [-8.82656, -1.09712, 1.94465], [-0.91107, -0.57947, 2.27910], [-5.40756, -1.61043, -0.28217], [-6.36038, -2.72883, 2.26143], [-8.27151, -2.37171, -0.42675], [-0.59466, -2.83905, 1.66850], [-7.04341, -5.00855, 2.10885], [-10.61922, -2.60384, 1.48774], [-3.24801, -0.46729, 1.34718], [-9.09062, -3.22339, 3.23047], [-2.48361, -4.01467, -0.23278], [0.47353, 7.28459, 3.20895], [2.37649, -6.42078, -5.07075], [-3.83739, 3.14938, 4.56313], [-4.63199, 5.22153, 3.59969], [1.19225, -3.46182, -0.62154], [2.98990, 2.96107, -2.27624], [1.17215, -7.99261, -3.71131], [1.17521, 0.79157, -1.75558], [2.05264, 0.00650, -2.41492], [0.07949, -6.00690, -5.44808], [2.22823, 6.96902, 4.76179], [3.62278, 8.34768, 3.38309], [-0.27982, -8.37594, -5.51752], [1.53605, 9.42222, 3.47493], [-3.02070, 3.92176, 0.71430], [4.30453, 8.06804, 2.11506], [-0.97182, -1.49826, 1.07879], [-3.36325, 2.81817, -0.45858], [1.51123, 7.26608, 5.98539], [-2.24312, 5.09454, 5.00695], [5.69886, -1.54187, -2.22537], [2.83661, -2.46010, 1.17036], [1.11581, -2.00527, -0.91469], [6.91781, -2.03035, -1.18933], [-2.52233, -1.48002, 0.49212], [4.56306, 8.12584, 4.47983], [-6.82922, -3.75615, 1.29114], [0.15019, 0.55533, -0.69328], [0.32948, 9.88901, 2.78739], [0.01099, -9.36604, -6.55964], [-5.72595, -4.16067, 0.14137], [4.56027, -2.71921, -2.16046], [-3.61380, 4.46972, 4.35028], [-1.67049, -7.94719, -5.65312], [0.24974, -5.29629, -6.72342], [0.19269, -7.78665, -2.66094], [-2.02502, 2.19170, -1.20333], [2.18257, -3.75848, 0.42009], [-3.26451, -2.94070, 0.48952], [5.21584, -0.07348, -1.67920], [-0.15804, -5.04046, -4.39495], [-4.73844, -2.92979, -0.30169], [2.32534, 5.51099, 4.60322], [-4.07396, 5.85373, 2.39405], [-9.17497, -2.55354, 1.91236], [-4.36532, 4.83913, 1.09776], [1.74385, 10.24047, 4.65490], [2.10812, -1.43453, -2.07483], [3.16426, -2.38791, -2.94888], [3.88093, -3.07401, 2.32375], [-8.30512, -3.33549, 0.71679], [0.05221, -1.01395, -0.12113], [2.48929, -8.17196, -3.09537], [-0.83169, 1.75721, -0.11384], [4.72339, -2.23573, 2.42975], [0.22511, -8.61255, -1.93850], [0.99158, -9.82178, -6.38808], [-1.41235, 1.47129, 0.86069], [7.86937, -2.37085, -1.78583], [-0.23078, 2.75283, 0.15783], [-2.30475, 6.25130, 5.21502], [6.20186, -1.44319, -3.29498], [4.65500, 0.45551, -2.56732], [5.24577, 8.62088, 2.03189], [-0.83469, -7.77423, -3.02654], [0.19451, -6.00444, -7.55742], [-1.97079, 4.52373, 6.00803], [-0.72219, -10.17901, -6.56048], [3.45004, -1.76674, -3.91528], [2.69345, 10.04359, 5.15371], [0.02416, -8.89672, -7.54971], [7.19300, -1.16493, -0.41471], [3.05552, 5.26644, 3.82405], [0.73610, -4.45836, -4.16573], [3.67880, 8.37584, 1.27102], [-2.34033, -8.81510, -5.62177], [0.24892, 9.43971, 1.79230], [-2.23886, 4.67131, 0.25906], [2.55164, -3.33452, -3.29284], [-0.96764, -4.35879, -4.67287], [-1.85402, -7.42299, -6.59745], [4.50844, -0.15024, -0.72221], [2.97674, -4.48690, -0.05681], [2.46345, -8.91935, -2.29488], [1.78301, 11.30332, 4.38299], [-1.55475, 3.10122, -1.81635], [0.93427, 10.12068, 5.38047], [-2.62903, 3.34535, 1.66643], [1.60977, -4.38188, 1.26030], [-0.57191, 9.63653, 3.35740], [4.41956, -3.99704, 1.82309], [4.87582, 7.07852, 4.55424], [3.21770, -8.53113, -3.82951], [5.46639, 8.73051, 4.33386], [1.60075, 8.31330, 6.26493], [1.36488, 5.07055, 4.31911], [-4.62737, 6.88112, 2.23843], [0.34387, 10.97389, 2.63610], [4.44368, -3.02946, -1.03858], [3.52196, 2.25315, -1.80782], [2.85767, -7.23099, -2.67103], [4.50989, 6.99670, 2.01148], [-2.92536, 6.08928, 2.47908], [1.21566, -4.78493, -6.77527], [-1.35663, 4.92023, 4.23148], [1.94715, 6.72256, 6.82915], [-4.07437, 1.95463, -0.10441], [3.34914, -3.32048, 3.33723], [6.15180, 0.58849, -1.40896], [-2.27322, 1.34494, -1.97131], [-3.96509, 3.41553, -1.29762], [6.56457, -2.94044, -0.51381], [2.67713, 5.02737, 5.52087], [-5.27709, 4.16641, 1.42970], [5.03467, -3.66722, -2.70989], [3.51537, -1.77881, 0.48516], [0.45172, 7.01624, 5.90867], [-1.99322, -7.30792, -4.82659], [-0.50709, -5.51377, -3.48009], [2.07459, -1.75503, 1.71269], [0.37952, -6.86271, -2.10629], [-0.54678, -4.56232, -6.88637], [4.16064, 8.44304, 5.44596], [-4.70089, 5.54081, 0.21101]], "gap_ev": 4.68, "energy_ev": -148949.6673, "homo_ev": -9.749, "total_charge": 1, "e_lumo_ev": -5.070}


Entry 3:
{"formula": "C40H70N10", "method": "the ωB97M-V functional and the def2-TZVPD basis", "elements": ["N", "N", "N", "N", "N", "N", "N", "N", "N", "N", "C", "C", "C", "C", "C", "C", "C", "C", "C", "C", "C", "C", "C", "C", "C", "C", "C", "C", "C", "C", "C", "C", "C", "C", "C", "C", "C", "C", "C", "C", "C", "C", "C", "C", "C", "C", "C", "C", "C", "C", "H", "H", "H", "H", "H", "H", "H", "H", "H", "H", "H", "H", "H", "H", "H", "H", "H", "H", "H", "H", "H", "H", "H", "H", "H", "H", "H", "H", "H", "H", "H", "H", "H", "H", "H", "H", "H", "H", "H", "H", "H", "H", "H", "H", "H", "H", "H", "H", "H", "H", "H", "H", "H", "H", "H", "H", "H", "H", "H", "H", "H", "H", "H", "H", "H", "H", "H", "H", "H", "H"], "xyz": [[2.22148, -3.61271, -4.32149], [-3.13519, -0.38638, 2.83797], [1.39055, 1.25024, -5.78105], [2.67211, 1.85902, -1.31914], [-7.04339, -0.13680, 7.76468], [2.34833, -0.27059, 4.20887], [-1.10268, -2.23579, -2.61182], [0.11714, -3.32662, 2.19225], [-4.08245, 0.76469, -1.92551], [-1.76841, 6.14969, -0.60368], [2.48621, -1.35773, -2.99188], [-1.02713, -3.17476, -1.94477], [-4.35734, 0.13843, -2.83728], [-1.00553, -4.33831, -1.07486], [-6.49126, 0.62995, 7.08090], [2.11059, 5.71036, -0.14639], [-5.31444, -2.09548, -3.71572], [2.98681, 3.15367, 5.71505], [5.95936, 1.68281, -3.15860], [-0.64240, -5.65166, -1.80012], [2.35303, -2.60375, -3.75758], [-1.86634, -0.80751, 0.52308], [-0.85682, 0.32469, 0.08446], [-4.42412, -3.09410, -2.90690], [3.81469, 3.19365, -3.28712], [5.34538, 3.07135, -3.21308], [0.16880, 0.57738, 1.22229], [-1.01357, 5.55954, 0.05580], [2.49986, 3.24825, 4.28210], [-5.77527, 1.49439, 6.17085], [-2.59738, -0.58106, 1.78913], [-0.69391, 1.13467, -4.18129], [3.09901, 2.08590, 3.38271], [2.55993, -3.44271, 3.09159], [1.19782, -3.37601, 2.56837], [0.47671, 1.20321, -5.05149], [3.11081, -1.51693, -1.57640], [-1.32032, 2.51942, -3.78750], [-5.56761, 0.87944, 4.78752], [-1.77207, -6.19720, -2.70680], [1.32762, 4.48027, 0.29943], [3.17096, 2.44411, -2.17749], [-0.21080, 3.57250, -3.49723], [2.67590, 0.77383, 3.87500], [2.35850, -2.58374, -0.76179], [3.18376, -4.82877, 3.33088], [2.54966, -5.66483, 4.46353], [-6.80468, 0.47831, 4.00974], [-4.69219, -0.71668, -4.00547], [-0.05621, 4.85914, 0.94747], [-4.93936, -4.05353, -2.86088], [2.21883, -3.56721, -1.21054], [-0.28290, 0.67860, -3.28063], [-4.91517, 1.50109, 4.17435], [1.50456, -5.88943, 4.25040], [-1.94310, 2.90507, -4.59467], [3.14506, 5.44433, -0.36365], [3.09394, -6.60921, 4.46285], [1.87960, 3.92346, 1.05665], [2.80128, -2.75023, 0.22021], [-5.38437, -0.14805, -4.62647], [3.53611, 4.22984, -3.09530], [2.41281, 2.37213, 6.21285], [2.76867, 4.03049, 6.32473], [-4.77978, 1.61649, 6.59768], [0.26859, -5.50288, -2.37983], [-6.45198, -0.20814, 3.24001], [7.04803, 1.68673, -3.21239], [1.47033, -0.97272, -2.90315], [0.77295, -0.28412, 1.50675], [1.20542, 3.75090, -0.50131], [5.76881, 3.72092, -2.44701], [3.15070, -2.81750, 2.42211], [-0.35279, 0.07200, -0.84838], [2.52174, -2.93702, 4.05643], [4.03935, 2.89651, 5.83388], [-1.37967, -1.76930, 0.68497], [4.16914, -1.76901, -1.64341], [-0.02949, 5.38287, 1.90302], [-1.70237, -5.69704, -3.67277], [-5.04717, -0.06504, 4.94621], [-1.42298, 0.50598, -4.69246], [-3.72357, -0.89279, -4.47331], [-4.27662, -2.73550, -1.88819], [-1.45182, 1.15732, -0.29077], [2.87949, 4.21112, 3.94025], [2.83194, 2.21922, 2.33438], [4.22788, -4.69109, 3.61187], [-6.23298, 2.48296, 6.13438], [-5.49817, -2.54203, -4.69293], [0.38349, 3.70778, -4.40090], [1.69473, 6.10673, -1.07270], [-0.33058, -6.41778, -1.09024], [-1.98313, -4.37325, -0.59403], [-7.55590, -0.03972, 4.60590], [3.44714, 2.91092, -4.27356], [2.53753, -5.05413, 5.36630], [-6.18478, -1.93308, -3.07994], [3.01605, -0.57634, -1.03381], [-0.50623, 3.89259, 1.17409], [4.18737, 2.05052, 3.33437], [-7.25413, 1.35675, 3.54666], [-1.93727, 2.34783, -2.90544], [-0.32429, 0.97527, 2.10922], [0.87314, 1.33170, 0.87155], [1.38657, -2.14169, -0.54258], [5.72194, 3.53042, -4.12717], [0.52574, 3.15077, -2.81331], [-0.34236, -4.15340, -0.22981], [-2.57670, -0.90132, -0.29832], [3.05006, -0.65786, -3.60860], [1.41128, 3.26573, 4.22933], [5.70707, 1.18423, -2.22272], [1.99522, 6.54476, 0.54539], [-0.51624, 4.53655, -3.09053], [3.09273, -5.32942, 2.36695], [5.70866, 1.11431, -4.05417], [-1.50154, -7.23402, -2.90661], [-2.74150, -5.96308, -2.26694], [-3.44844, -3.35686, -3.31570]], "gap_ev": 11.11, "smiles": "CCCC#N.CCCC#N.CCCC#N.CCCC#N.CCCC#N.CCCC#N.CCCC#N.CCCC#N.CCCC#N.CCCC#N", "de_lowest_kj_mol": 172.1, "energy_ev": -57513.8565, "homo_ev": -10.882, "e_lumo_ev": 0.233}